# 1
Here is a molecular structure, C41H39BrN6O4PS2ScSe from the OMol25 dataset. Energies are from ωB97M-V/def2-TZVPD.

Results
Charge   0
Calculated total energy   -247339.286 eV

Geometry (Å):
1 Sc -0.736 -0.097 0.244
2 Br -2.072 -1.072 7.609
3 C -1.804 -1.157 5.733
4 C -1.101 -2.233 5.183
5 C -0.880 -2.289 3.827
6 C -1.333 -1.270 2.972
7 O -1.077 -1.319 1.696
8 C -2.057 -0.207 3.535
9 C -2.572 0.888 2.747
10 N -2.257 1.177 1.541
11 C -2.783 2.348 0.934
12 C -3.539 3.305 1.560
13 C -4.008 4.443 0.874
14 C -3.709 4.633 -0.441
15 C -2.915 3.680 -1.118
16 C -2.563 3.819 -2.480
17 C -1.816 2.858 -3.085
18 C -1.387 1.755 -2.324
19 N -1.674 1.604 -1.055
20 C -2.448 2.542 -0.433
21 C -2.292 -0.171 4.920
22 H -0.718 -3.011 5.831
23 H -0.319 -3.101 3.382
24 H -3.275 1.522 3.285
25 H -3.784 3.212 2.608
26 H -4.611 5.166 1.407
27 H -4.066 5.502 -0.980
28 H -2.900 4.694 -3.025
29 H -1.535 2.928 -4.127
30 H -0.794 0.971 -2.775
31 H -2.844 0.661 5.344
32 C -0.456 -4.905 -2.861
33 C -1.001 -4.089 -4.030
34 C -1.824 -2.871 -3.594
35 C -2.374 -2.149 -4.850
36 C -3.180 -0.883 -4.571
37 C -3.024 -3.337 -2.792
38 O -3.737 -4.249 -3.140
39 N -3.302 -2.605 -1.661
40 C -2.474 -1.631 -1.139
41 O -2.864 -0.959 -0.179
42 N -1.237 -1.398 -1.632
43 C -0.901 -1.885 -2.865
44 O 0.119 -1.552 -3.441
45 H 0.070 -5.791 -3.218
46 H -1.259 -5.245 -2.202
47 H 0.248 -4.320 -2.262
48 H -1.638 -4.712 -4.659
49 H -0.181 -3.712 -4.641
50 H -2.987 -2.872 -5.390
51 H -1.507 -1.909 -5.469
52 H -4.095 -1.096 -4.013
53 H -3.472 -0.407 -5.507
54 H -2.599 -0.155 -3.998
55 H -4.151 -2.803 -1.153
56 S 1.859 -1.167 1.545
57 P 1.869 0.661 2.323
58 S 0.618 1.983 1.445
59 C 1.555 0.651 4.119
60 C 1.926 -0.465 4.865
61 C 1.754 -0.478 6.242
62 C 1.204 0.622 6.884
63 C 0.820 1.733 6.144
64 C 0.992 1.749 4.766
65 C 3.583 1.294 2.236
66 C 3.904 2.439 1.516
67 C 5.231 2.849 1.412
68 C 6.237 2.118 2.026
69 C 5.917 0.973 2.748
70 C 4.599 0.562 2.848
71 H 2.309 -1.341 4.352
72 H 2.033 -1.356 6.814
73 H 1.059 0.606 7.958
74 H 0.376 2.589 6.640
75 H 0.675 2.605 4.183
76 H 3.118 3.001 1.030
77 H 5.474 3.740 0.846
78 H 7.270 2.434 1.941
79 H 6.699 0.400 3.231
80 H 4.358 -0.339 3.399
81 C 2.089 1.939 -4.507
82 N 2.494 0.601 -4.108
83 C 3.060 -0.343 -4.954
84 C 3.278 -1.444 -4.215
85 N 2.862 -1.155 -2.930
86 C 2.872 -2.088 -1.814
87 C 2.366 0.094 -2.860
88 Se 1.702 0.955 -1.343
89 H 2.738 2.276 -5.312
90 H 2.176 2.604 -3.653
91 H 1.054 1.941 -4.850
92 H 3.244 -0.145 -5.996
93 H 3.694 -2.399 -4.484
94 H 3.755 -2.720 -1.891
95 H 1.971 -2.699 -1.834
96 H 2.899 -1.524 -0.885

Forces on the atoms, in the same order (eV/Å):
0.1 0.5 -0.1
0.0 0.0 0.0
0.0 -0.1 0.0
0.0 0.0 0.0
0.0 -0.2 0.1
0.2 -0.1 -0.3
-0.3 -0.3 0.6
-0.2 0.3 0.1
0.0 0.0 0.2
0.0 -0.1 -0.3
0.1 -0.1 0.1
-0.1 0.1 0.1
0.0 -0.1 0.1
0.0 0.0 -0.1
0.0 0.1 -0.1
0.0 0.1 0.0
0.0 0.0 -0.1
-0.1 0.0 -0.1
-0.1 0.0 0.2
0.1 -0.1 -0.1
0.0 0.1 0.0
0.0 0.0 0.0
0.0 0.0 0.0
0.0 0.0 0.1
0.0 0.0 0.0
0.0 0.0 0.0
0.0 0.0 0.0
0.0 0.0 0.0
0.0 0.0 0.0
0.1 0.0 0.0
0.0 0.0 0.0
0.0 0.1 0.0
0.0 -0.1 0.1
-0.2 0.1 0.0
0.0 0.0 0.0
0.0 0.0 0.0
0.0 0.0 0.0
0.0 0.1 0.0
0.1 0.1 0.0
-0.1 0.0 -0.2
0.0 0.0 0.0
-0.1 0.0 0.0
0.0 -0.2 0.2
0.1 0.2 0.0
0.0 0.0 0.0
0.0 0.0 0.0
0.0 0.0 0.0
0.0 0.0 0.0
0.0 0.0 0.0
0.0 0.0 0.0
0.0 0.0 0.0
0.0 0.0 0.0
0.0 0.0 0.0
0.0 0.0 0.0
0.0 0.0 0.0
-0.1 0.0 0.1
0.4 0.1 -0.1
0.0 -0.2 0.1
-0.1 -0.1 0.1
-0.1 0.0 0.0
0.0 0.0 0.0
0.0 0.0 0.0
0.0 0.0 -0.1
0.0 0.0 0.0
0.0 0.2 -0.1
0.1 0.0 0.1
-0.1 0.0 0.0
0.0 0.0 0.0
0.0 0.0 0.0
0.0 0.0 0.0
0.0 0.0 0.0
0.0 0.0 0.0
0.0 0.0 0.0
0.0 0.0 0.0
0.0 0.0 0.0
0.0 0.0 0.0
0.0 0.0 0.0
0.0 0.0 0.0
0.0 0.0 0.0
0.0 0.0 0.0
0.0 -0.2 0.0
0.1 0.2 -0.1
-0.2 0.3 0.0
0.0 -0.1 0.3
0.2 -0.2 0.1
0.1 0.1 -0.1
0.0 -0.3 -0.3
0.2 0.2 -0.2
0.0 0.0 0.0
0.0 0.0 0.1
0.0 0.0 0.0
0.0 0.0 0.1
0.0 0.0 0.0
0.0 0.0 0.0
-0.1 0.0 0.0
0.0 0.0 0.0

# 2
Here is a molecular structure, C41H39IrN5O6P from the OMol25 dataset. Energies are from ωB97M-V/def2-TZVPD.

Results
ΔE to the lowest compared entry with this formula, charge and spin   1.3548 eV
2S+1   5
Charge   0
Calculated total energy   -75008.558 eV

Geometry (Å):
1 Ir -0.544 0.175 -0.478
2 O 1.919 -2.366 -2.333
3 C 1.208 -1.388 -2.008
4 O 1.151 -0.858 -0.768
5 C 0.432 -0.634 -3.010
6 C 0.300 -1.070 -4.322
7 C -0.129 -0.103 -5.195
8 C -0.704 1.110 -4.740
9 C -0.735 1.327 -3.365
10 N -0.232 0.431 -2.499
11 H 0.543 -2.096 -4.695
12 H -0.067 -0.236 -6.291
13 H -1.170 1.835 -5.406
14 H -1.063 2.252 -2.878
15 C -2.788 5.510 1.335
16 C -1.522 5.750 0.883
17 C -0.610 4.658 0.667
18 C -1.068 3.398 0.928
19 C -2.337 3.166 1.485
20 C -3.199 4.215 1.688
21 P 0.060 1.976 0.624
22 C 1.541 2.557 -0.209
23 C 1.424 3.240 -1.388
24 C 2.547 3.727 -2.023
25 C 3.822 3.447 -1.483
26 C 3.911 2.662 -0.358
27 C 2.784 2.220 0.317
28 C 0.141 1.593 2.345
29 C 0.453 2.401 3.403
30 C 0.730 1.790 4.624
31 C 0.404 0.469 4.877
32 C -0.090 -0.323 3.834
33 C -0.508 -1.679 3.948
34 C -0.473 -2.518 2.899
35 C -0.054 -2.024 1.553
36 C -0.237 -0.563 1.392
37 C -0.149 0.253 2.563
38 H -3.488 6.318 1.431
39 H -1.163 6.774 0.782
40 H 0.398 4.854 0.319
41 H -2.622 2.152 1.714
42 H -4.159 4.032 2.129
43 H 0.434 3.361 -1.851
44 H 2.476 4.276 -2.969
45 H 4.720 3.887 -1.895
46 H 4.899 2.406 0.032
47 H 2.851 1.705 1.280
48 H 0.618 3.476 3.182
49 H 1.154 2.399 5.411
50 H 0.548 0.008 5.856
51 H -0.704 -2.040 4.952
52 H -0.502 -3.610 3.061
53 H -0.586 -2.611 0.794
54 C 3.233 -5.112 -1.162
55 C 2.763 -5.749 0.131
56 C 2.698 -4.728 1.262
57 C 2.639 -5.506 2.590
58 C 2.829 -4.761 3.912
59 C 3.938 -3.781 1.314
60 O 5.080 -4.177 1.323
61 N 3.613 -2.432 1.156
62 C 2.423 -1.779 1.531
63 O 2.486 -0.605 1.933
64 N 1.343 -2.551 1.371
65 C 1.370 -3.944 1.048
66 O 0.351 -4.534 0.766
67 H 2.953 -5.693 -2.053
68 H 4.312 -5.022 -1.130
69 H 2.904 -4.071 -1.354
70 H 3.459 -6.526 0.418
71 H 1.809 -6.265 0.087
72 H 3.384 -6.299 2.531
73 H 1.649 -6.012 2.666
74 H 3.870 -4.337 4.025
75 H 2.614 -5.408 4.782
76 H 2.102 -3.902 4.040
77 H 4.492 -1.853 1.153
78 N -2.324 0.688 -0.565
79 C -3.365 0.967 -1.045
80 N -4.471 1.191 -1.685
81 C -5.165 0.149 -2.510
82 C -5.289 0.591 -3.958
83 O -5.962 1.849 -4.112
84 C -5.374 2.904 -3.329
85 C -5.082 2.576 -1.854
86 H -6.138 -0.082 -2.102
87 H -4.554 -0.775 -2.448
88 H -5.875 -0.197 -4.449
89 H -4.280 0.617 -4.424
90 H -6.117 3.746 -3.448
91 H -4.463 3.217 -3.854
92 H -6.009 2.586 -1.296
93 H -4.407 3.327 -1.403

Forces on the atoms, in the same order (eV/Å):
1.8 -2.5 -1.0
-1.2 1.6 1.2
0.8 -0.9 -1.6
0.2 -0.3 -0.5
1.1 -3.1 1.7
0.1 0.2 -1.4
-0.5 -0.8 -1.8
-0.2 1.1 1.8
-0.1 0.5 -0.9
-0.3 1.3 -0.1
0.3 1.2 0.7
-0.3 -0.3 0.7
0.4 -0.1 0.1
-0.4 -0.3 -0.5
-0.6 -0.3 0.3
1.7 -0.6 -0.1
-1.4 2.1 0.3
0.7 -0.7 -0.9
0.2 0.0 -0.4
0.5 0.1 -0.3
-0.4 2.6 0.3
0.3 -0.3 2.0
-0.7 0.4 -1.4
1.1 0.0 -0.4
-1.0 0.5 -0.4
0.8 -0.4 0.7
-0.1 0.4 0.2
0.3 -0.4 0.5
1.0 0.9 -0.5
-0.3 0.8 0.7
-0.2 -0.8 -0.4
-0.3 1.2 0.6
0.3 -1.4 0.4
0.2 -0.1 1.1
-0.1 -0.8 0.0
-0.3 -0.3 1.2
0.4 -1.1 -1.7
-0.1 0.3 0.2
-0.2 -0.2 -0.3
-0.2 -0.1 0.0
-0.1 -0.1 0.2
-0.4 0.1 0.1
0.5 0.2 0.3
-0.1 -0.2 0.5
-0.1 -0.2 -0.3
-0.3 0.1 0.0
0.1 0.0 -0.5
0.1 -0.8 0.6
-0.1 0.0 0.1
0.0 0.3 -0.2
0.0 -0.2 0.0
-0.5 0.7 -0.2
-0.1 0.4 0.0
-0.1 0.4 -0.9
0.5 0.1 -0.1
-0.1 0.8 0.6
-1.0 -0.5 0.9
0.1 1.5 0.5
-1.4 -0.3 -1.4
-0.4 0.2 0.3
2.3 0.3 0.5
2.2 1.9 0.4
-0.5 -2.3 -0.8
-1.6 -1.4 -0.2
0.5 0.2 0.6
0.5 0.5 0.2
0.1 0.1 0.3
0.3 -0.2 -0.1
-0.4 -0.6 0.3
0.4 -0.1 0.1
-0.3 0.3 -0.2
0.1 0.0 -0.1
0.6 0.2 -0.4
-1.0 -0.5 -0.1
0.3 0.1 -0.5
0.7 -0.7 -0.3
-1.6 -0.5 0.2
-4.4 0.6 -0.7
1.0 -0.1 0.0
-1.0 1.0 -0.7
1.3 -0.3 0.3
0.4 0.2 -0.1
0.2 -0.7 1.0
-0.3 0.3 -1.1
0.4 -0.5 0.2
-0.3 0.2 0.4
-0.3 0.5 -0.1
0.0 0.5 -0.2
-0.4 0.1 0.2
0.9 -0.8 0.6
0.1 0.0 0.3
-0.2 -0.1 0.2
-0.2 -0.4 -0.3

# 3
Here is a molecular structure, C41H39MnN6O3PS from the OMol25 dataset. Energies are from ωB97M-V/def2-TZVPD.

Results
2S+1   2
Charge   0
Calculated total energy   -109679.300 eV

Geometry (Å):
1 Mn -1.217 0.243 -0.259
2 N -0.801 2.683 1.905
3 P 0.346 1.632 1.192
4 C 1.572 1.499 2.544
5 C 1.870 0.267 3.112
6 C 2.794 0.184 4.147
7 C 3.419 1.324 4.620
8 C 3.129 2.559 4.054
9 C 2.218 2.643 3.017
10 C 1.308 2.716 0.085
11 C 1.051 4.063 -0.134
12 C 1.853 4.800 -0.994
13 C 2.926 4.199 -1.631
14 C 3.202 2.857 -1.401
15 C 2.400 2.121 -0.547
16 C -2.151 2.376 1.933
17 C -3.054 3.241 2.569
18 C -4.397 2.944 2.522
19 C -4.814 1.799 1.848
20 C -3.850 1.006 1.269
21 N -2.540 1.267 1.324
22 H -0.523 3.435 2.516
23 H 1.378 -0.627 2.751
24 H 3.022 -0.779 4.578
25 H 4.140 1.256 5.425
26 H 3.622 3.452 4.416
27 H 2.025 3.605 2.553
28 H 0.223 4.549 0.367
29 H 1.634 5.847 -1.165
30 H 3.550 4.773 -2.304
31 H 4.040 2.380 -1.896
32 H 2.619 1.071 -0.377
33 H -2.691 4.132 3.063
34 H -5.116 3.601 2.993
35 H -5.859 1.537 1.765
36 H -4.127 0.120 0.708
37 C 4.481 -3.309 4.849
38 C 3.549 -3.170 3.678
39 C 4.039 -3.021 2.383
40 C 3.178 -2.954 1.300
41 C 1.810 -3.015 1.505
42 C 1.302 -3.139 2.787
43 C 2.170 -3.213 3.866
44 S 0.712 -3.062 0.096
45 O 1.397 -3.827 -0.916
46 O -0.522 -3.624 0.627
47 N 0.380 -1.563 -0.343
48 C 0.867 -0.965 -1.470
49 C 1.930 -1.340 -2.312
50 C 2.189 -0.565 -3.424
51 C 1.422 0.561 -3.699
52 C 0.411 0.890 -2.821
53 N 0.147 0.152 -1.744
54 H 5.501 -3.038 4.578
55 H 4.493 -4.340 5.208
56 H 4.168 -2.681 5.685
57 H 5.109 -2.978 2.217
58 H 3.567 -2.887 0.291
59 H 0.233 -3.203 2.937
60 H 1.768 -3.321 4.867
61 H 2.497 -2.231 -2.101
62 H 2.997 -0.846 -4.089
63 H 1.612 1.177 -4.566
64 H -0.209 1.769 -2.960
65 C -2.775 -2.199 -1.583
66 N -2.537 -0.752 -1.509
67 C -3.104 0.008 -2.386
68 C -2.887 1.406 -2.274
69 C -3.395 2.523 -2.945
70 C -2.880 3.635 -2.281
71 C -2.085 3.145 -1.244
72 N -2.076 1.805 -1.232
73 C -2.684 -2.746 -2.987
74 C -3.788 -3.296 -3.629
75 C -3.687 -3.785 -4.924
76 C -2.474 -3.726 -5.593
77 C -1.365 -3.183 -4.958
78 C -1.468 -2.696 -3.665
79 H -3.761 -2.432 -1.165
80 H -2.034 -2.693 -0.956
81 H -3.726 -0.402 -3.177
82 H -4.055 2.512 -3.798
83 H -3.055 4.675 -2.511
84 H -1.536 3.713 -0.511
85 H -4.738 -3.342 -3.107
86 H -4.556 -4.211 -5.410
87 H -2.390 -4.106 -6.603
88 H -0.412 -3.143 -5.471
89 H -0.592 -2.281 -3.176
90 O -1.956 -1.469 1.461
91 H -1.492 -2.294 1.216
92 H -2.889 -1.701 1.423

Forces on the atoms, in the same order (eV/Å):
0.0 0.6 0.7
0.0 -0.1 0.0
-0.4 0.1 -0.5
0.0 -0.2 -0.1
-0.1 0.0 0.0
0.0 0.0 0.0
0.0 0.0 0.0
0.0 0.1 0.0
0.0 0.1 -0.1
0.2 0.1 0.1
0.0 0.0 0.1
0.0 0.0 0.0
0.0 0.0 0.0
0.0 0.0 0.0
-0.1 0.0 0.0
0.0 0.1 0.1
0.0 0.0 0.0
0.1 0.0 0.0
0.0 0.0 0.0
-0.1 -0.1 0.0
-0.1 -0.3 -0.3
0.1 0.0 0.0
0.0 0.0 0.0
0.0 0.0 0.0
0.0 0.0 0.0
0.0 0.0 0.0
0.0 0.0 0.0
0.0 0.0 0.0
0.0 0.0 0.0
0.0 0.0 0.0
0.0 0.0 0.0
0.0 0.0 0.0
0.0 0.0 0.0
0.0 0.0 0.0
0.0 0.0 0.0
0.0 0.0 0.0
0.0 0.0 0.0
0.0 0.0 -0.1
0.0 0.0 0.1
0.0 0.1 -0.2
-0.1 0.0 -0.3
-0.1 -0.1 0.1
0.0 0.0 -0.1
-0.1 0.2 0.0
0.0 0.1 0.0
0.1 0.1 0.0
0.1 -0.3 0.3
0.1 0.2 -0.2
-0.1 0.1 0.0
0.0 -0.1 0.1
0.0 0.2 -0.1
0.0 0.0 0.0
0.3 -0.5 0.0
0.0 0.0 0.0
0.0 0.0 0.0
0.0 0.0 0.0
0.0 0.0 0.0
0.0 0.0 0.0
0.0 0.0 0.0
0.0 0.0 0.0
0.0 0.0 0.0
0.0 0.0 0.0
0.0 0.0 0.0
0.0 0.0 0.0
0.0 0.0 -0.1
-0.1 0.0 0.1
0.2 0.0 0.2
0.1 0.2 0.1
-0.1 -0.2 -0.1
0.0 0.2 -0.1
0.1 0.0 0.1
0.0 -0.2 -0.2
0.0 -0.1 0.0
0.0 0.1 0.1
0.0 0.0 -0.1
-0.1 0.0 0.0
0.1 0.0 0.0
0.1 0.0 -0.1
0.0 0.0 0.0
0.0 0.0 0.0
0.0 0.0 -0.1
0.0 0.0 0.0
0.0 0.0 0.0
0.0 0.0 0.0
0.0 0.0 0.0
0.0 0.0 0.0
0.0 0.0 0.0
0.0 0.0 0.0
-0.1 0.0 0.0
-0.1 0.0 0.0
0.1 -0.1 -0.1
0.0 0.0 0.1